{
  "formula": "C16H11FeN3O2",
  "method": "wB97M-V/def2-TZVPD",
  "symbols": ["Fe", "O", "C", "O", "C", "C", "C", "N", "C", "C", "C", "C", "C", "C", "C", "N", "C", "C", "C", "C", "C", "N", "H", "H", "H", "H", "H", "H", "H", "H", "H", "H", "H"],
  "coordinates": [[-0.0002, 0.1348, -1.7115], [1.1343, 0.1772, 4.9566], [0.0026, 0.1705, 4.3786], [-1.1318, 0.1790, 4.9504], [0.0068, 0.1497, 2.8696], [-1.2044, 0.1258, 2.1493], [-1.1631, 0.1021, 0.7675], [0.0124, 0.1348, 0.1309], [1.1825, 0.1010, 0.7755], [1.2210, 0.1246, 2.1562], [2.2935, -0.0145, -0.1784], [3.6394, -0.0194, 0.1785], [4.6007, -0.1586, -0.8217], [4.1984, -0.2889, -2.1464], [2.8423, -0.2751, -2.4259], [1.8866, -0.1440, -1.4871], [-2.2828, -0.0103, -0.1838], [-3.6253, -0.0080, 0.1889], [-4.6017, -0.1440, -0.7974], [-4.2192, -0.2785, -2.1271], [-2.8675, -0.2718, -2.4250], [-1.8981, -0.1440, -1.4998], [-2.1404, 0.1070, 2.6969], [2.1556, 0.1045, 2.7060], [3.9459, 0.0795, 1.2139], [5.6554, -0.1674, -0.5638], [4.9238, -0.4000, -2.9433], [2.4730, -0.3735, -3.4415], [-3.9195, 0.0943, 1.2277], [-5.6525, -0.1470, -0.5242], [-4.9563, -0.3872, -2.9135], [-2.5128, -0.3735, -3.4455], [-0.0002, 1.8212, -1.7115]],
  "forces_ev_per_a": [[-0.1, 1.8, -3.0], [-1.1, 0.0, -1.6], [0.0, 0.0, 3.4], [1.1, 0.0, -1.6], [0.0, 0.0, -1.1], [0.2, 0.0, 0.3], [0.6, 0.0, 0.2], [-0.2, -0.5, 2.9], [-0.6, 0.0, 0.2], [-0.2, 0.0, 0.3], [0.4, -0.1, -0.6], [0.0, 0.0, -0.4], [-0.2, 0.0, 0.1], [-0.1, 0.1, 0.2], [-0.2, 0.0, 0.1], [2.7, -0.6, 0.6], [-0.4, -0.1, -0.5], [0.0, 0.0, -0.4], [0.3, 0.0, 0.1], [0.1, 0.1, 0.2], [0.3, 0.0, 0.1], [-2.5, -0.5, 0.8], [0.2, 0.0, 0.1], [-0.2, 0.0, 0.1], [-0.2, 0.0, -0.1], [-0.1, 0.0, 0.0], [-0.1, 0.0, 0.0], [0.1, 0.0, 0.1], [0.2, 0.0, -0.1], [0.1, 0.0, 0.0], [0.1, 0.0, 0.0], [-0.1, 0.0, 0.1], [0.0, -0.3, -0.5]],
  "total_energy_ev": -59721.156,
  "homo_lumo_gap_ha": [0.241, 0.219],
  "spin_multiplicity": 5,
  "homo_ev": [-7.6073, -7.6027],
  "lumo_energy_ev": [-1.06, -1.65],
  "relative_energy_kj_mol": 0.0
}

{
  "formula": "C16H11NO6S",
  "method": "wB97M-V/def2-TZVPD",
  "symbols": ["C", "N", "C", "O", "C", "C", "C", "C", "S", "O", "O", "C", "C", "C", "C", "C", "O", "O", "C", "C", "C", "C", "C", "O", "H", "H", "H", "H", "H", "H", "H", "H", "H", "H", "H"],
  "coordinates": [[2.4514, -5.0603, 1.9729], [1.4753, -4.0810, 1.5605], [0.5355, -4.3158, 0.5691], [0.4284, -5.3369, -0.0570], [-0.2538, -3.0571, 0.4693], [-1.3213, -2.7329, -0.3436], [-1.8671, -1.4589, -0.2092], [-1.3462, -0.5696, 0.7124], [-2.0992, 1.0659, 0.8529], [-1.9211, 1.5360, 2.1979], [-3.4358, 0.9951, 0.3299], [-1.1380, 2.1360, -0.2388], [-0.0095, 1.6907, -0.9006], [0.6831, 2.5694, -1.7145], [0.2425, 3.8833, -1.8577], [1.0201, 4.7901, -2.7411], [1.9964, 4.4578, -3.3632], [0.5295, 6.0342, -2.7849], [-0.8969, 4.3191, -1.1849], [-1.5872, 3.4374, -0.3733], [-0.2776, -0.8884, 1.5406], [0.2631, -2.1499, 1.4005], [1.3952, -2.8087, 2.1075], [2.1220, -2.3747, 2.9609], [3.2351, -4.5446, 2.5248], [1.9884, -5.8128, 2.6134], [2.8636, -5.5508, 1.0919], [-1.7142, -3.4453, -1.0516], [-2.7114, -1.1424, -0.8019], [0.3263, 0.6715, -0.7841], [1.5686, 2.2588, -2.2481], [1.0724, 6.5843, -3.3715], [-1.2302, 5.3379, -1.3024], [-2.4742, 3.7375, 0.1617], [0.0867, -0.1747, 2.2624]],
  "forces_ev_per_a": [[0.1, -0.2, 0.0], [0.2, -0.2, 0.0], [0.1, -0.1, 0.0], [-0.1, 0.0, 0.0], [-0.1, 0.6, 0.2], [0.2, 0.0, 0.1], [-0.1, -0.1, -0.1], [-0.1, 0.6, 0.1], [0.0, 0.0, -0.1], [0.3, -0.1, 0.0], [0.1, -0.1, -0.3], [-0.1, -0.5, 0.3], [0.1, -0.1, 0.0], [0.0, 0.3, -0.1], [-0.1, -0.2, 0.2], [0.5, -0.1, -0.3], [0.0, -0.1, 0.1], [-0.4, 0.4, 0.1], [0.1, -0.1, 0.0], [-0.2, 0.1, 0.1], [0.1, -0.1, 0.1], [-0.5, 0.0, -0.5], [0.1, 0.1, 0.1], [-0.1, 0.1, 0.0], [0.0, 0.0, 0.0], [0.1, 0.0, 0.0], [0.0, 0.0, 0.1], [-0.1, -0.1, -0.1], [-0.1, 0.0, -0.1], [0.1, -0.1, 0.0], [0.1, 0.0, 0.0], [0.1, -0.3, 0.1], [-0.1, 0.1, 0.0], [-0.1, 0.2, 0.0], [0.1, 0.1, 0.1]],
  "smiles": "CN1C(=O)c2ccc(S(=O)(=O)c3ccc(C(=O)O)cc3)cc2C1=O",
  "total_energy_ev": -41381.741,
  "homo_lumo_gap_ha": 0.341,
  "homo_ev": -10.2867,
  "lumo_energy_ev": -1.00
}

{
  "formula": "C16H12BeN6O3Se",
  "method": "wB97M-V/def2-TZVPD",
  "symbols": ["Be", "N", "C", "C", "O", "N", "C", "C", "O", "O", "H", "H", "H", "H", "H", "H", "Se", "N", "C", "C", "C", "C", "C", "N", "C", "C", "N", "C", "C", "C", "C", "C", "N", "H", "H", "H", "H", "H", "H"],
  "coordinates": [[-1.3559, 0.5259, 0.9561], [-2.6266, 1.6201, 0.0864], [-1.8313, 2.7539, -0.4017], [-0.7190, 2.9830, 0.6398], [-0.3443, 4.1024, 0.9442], [-0.3160, 1.8136, 1.1390], [0.0705, 1.8192, 2.5239], [-1.0565, 1.0515, 3.2627], [-1.0844, 0.9750, 4.4719], [-1.9104, 0.4947, 2.4719], [-3.1605, 1.9262, 0.8968], [-3.3014, 1.3275, -0.6129], [-1.3780, 2.5024, -1.3612], [-2.4221, 3.6695, -0.5195], [1.0238, 1.3042, 2.6795], [0.1383, 2.8425, 2.9053], [4.1309, -3.2685, -2.6604], [3.4909, -3.2331, -1.0239], [2.4439, -2.4319, -0.9891], [1.6713, -2.1558, 0.1901], [2.0169, -2.6253, 1.4605], [1.1783, -2.3262, 2.5125], [0.0519, -1.5367, 2.2883], [-0.2582, -1.0455, 1.1021], [0.5164, -1.3587, 0.0605], [0.1258, -0.8231, -1.2220], [-1.0383, -0.1808, -1.2718], [-1.4340, 0.3141, -2.4265], [-0.6516, 0.2899, -3.5797], [0.5683, -0.3491, -3.5420], [0.9478, -0.9868, -2.3581], [2.1075, -1.8251, -2.2451], [2.9010, -2.1549, -3.2465], [2.9203, -3.2039, 1.5837], [1.3875, -2.6693, 3.5117], [-0.6041, -1.2749, 3.1027], [-2.4241, 0.7465, -2.4537], [-1.0020, 0.7651, -4.4798], [1.2273, -0.3775, -4.3959]],
  "forces_ev_per_a": [[-0.2, 0.5, 0.2], [-0.3, -0.3, 0.1], [0.2, 0.6, 0.0], [0.0, 0.0, -0.5], [-0.1, 0.4, 0.0], [0.0, -0.4, -0.4], [-0.1, -0.1, 0.2], [0.8, 0.6, 0.8], [0.1, -0.1, 0.3], [-0.8, -0.5, -0.8], [0.0, -0.1, 0.0], [0.0, -0.1, 0.1], [-0.1, 0.1, 0.0], [0.2, -0.2, 0.0], [0.0, 0.1, 0.2], [0.1, -0.2, 0.1], [-0.1, 0.1, 0.0], [-0.3, 0.0, 1.0], [0.9, -0.5, -0.7], [-0.7, 0.4, 0.6], [-0.3, 0.1, -0.1], [0.1, 0.0, -0.2], [0.1, -0.2, 0.3], [-0.2, 0.2, -0.3], [0.9, -0.7, 0.4], [0.4, 0.1, -1.2], [0.0, -0.2, 0.2], [0.1, -0.1, -0.3], [0.0, 0.0, 0.1], [-0.1, -0.1, 0.3], [-0.8, 0.5, 0.1], [1.1, -0.7, -0.3], [-0.7, 0.7, -0.4], [0.0, -0.1, 0.0], [0.0, 0.0, 0.1], [-0.1, 0.0, 0.1], [0.0, 0.1, 0.0], [-0.1, 0.1, -0.1], [0.0, -0.1, -0.1]],
  "total_energy_ev": -97621.931,
  "homo_lumo_gap_ha": 0.247,
  "homo_ev": -8.0816,
  "lumo_energy_ev": -1.36
}

{
  "formula": "C16H12BrI3N4O4Zr",
  "method": "wB97M-V/def2-TZVPD",
  "symbols": ["Zr", "I", "C", "I", "H", "H", "Br", "C", "C", "C", "C", "C", "N", "C", "O", "O", "H", "H", "H", "O", "C", "O", "C", "C", "C", "C", "C", "N", "H", "H", "H", "H", "I", "C", "C", "N", "N", "C", "H", "H", "H"],
  "coordinates": [[0.3858, 0.2903, 0.5497], [1.1837, -1.4719, 3.2767], [1.4691, 0.3082, 4.3775], [1.1830, 2.0003, 3.1394], [2.4853, 0.3265, 4.7438], [0.7291, 0.3445, 5.1639], [0.7971, 0.2685, -2.7348], [-1.0212, 0.0637, -2.2714], [-2.0431, -0.0884, -3.1798], [-3.3289, -0.2271, -2.6655], [-3.5588, -0.2111, -1.2912], [-2.4781, -0.0532, -0.4654], [-1.2313, 0.0772, -0.9614], [-2.5333, -0.0561, 1.0425], [-3.5497, -0.1252, 1.6462], [-1.2821, 0.0195, 1.5689], [-1.8488, -0.0993, -4.2429], [-4.1591, -0.3522, -3.3489], [-4.5479, -0.3171, -0.8657], [4.2233, -0.9547, 0.1692], [3.0420, -0.8618, 0.1614], [2.3257, 0.2628, 0.4115], [2.1408, -2.0332, -0.1391], [2.6679, -3.2600, -0.4508], [1.7928, -4.3039, -0.7226], [0.4251, -4.0791, -0.6653], [-0.0327, -2.8192, -0.3453], [0.8055, -1.8014, -0.0863], [3.7432, -3.3752, -0.4751], [2.1748, -5.2846, -0.9764], [-0.2841, -4.8703, -0.8652], [-1.0913, -2.6095, -0.2833], [-1.4995, 6.1133, 1.1577], [-0.4098, 4.5379, 0.4310], [0.8275, 4.5710, -0.1932], [1.1708, 3.3132, -0.4840], [0.2213, 2.4407, -0.1009], [-0.7465, 3.1917, 0.4641], [1.4679, 5.4019, -0.4467], [2.0147, 2.9827, -0.9318], [-1.6303, 2.7409, 0.8891]],
  "forces_ev_per_a": [[-0.3, 1.2, 0.8], [0.0, -0.1, 0.0], [0.0, 0.0, 0.0], [-0.1, 0.2, 0.0], [0.1, 0.0, 0.1], [0.0, 0.0, 0.1], [-0.1, 0.0, -0.2], [0.1, 0.1, 0.3], [-0.2, 0.0, -0.1], [-0.1, 0.0, -0.1], [-0.2, 0.0, -0.2], [0.4, -0.1, -0.1], [-0.4, -0.1, -0.2], [0.5, -0.1, 0.1], [-0.1, 0.0, 0.2], [-1.5, -0.2, 0.2], [0.0, 0.0, 0.0], [0.0, 0.0, 0.0], [0.0, 0.0, 0.0], [0.2, 0.2, 0.0], [-0.2, 0.2, 0.1], [1.6, -0.8, -0.4], [-0.3, 0.0, -0.1], [0.1, -0.2, 0.0], [0.0, -0.1, 0.0], [0.0, -0.1, 0.0], [0.1, 0.2, 0.1], [0.6, -0.6, -0.2], [0.0, 0.0, 0.0], [0.0, 0.0, 0.0], [0.0, 0.0, 0.0], [-0.1, 0.0, 0.0], [-0.1, 0.1, 0.0], [0.1, 0.0, -0.1], [0.1, 0.1, -0.1], [0.1, -0.1, -0.1], [-0.2, 0.1, 0.2], [0.0, 0.0, -0.1], [0.0, 0.0, 0.0], [0.0, 0.0, 0.0], [0.0, 0.0, 0.0]],
  "total_energy_ev": -126551.832,
  "homo_lumo_gap_ha": 0.273,
  "charge": 2,
  "homo_ev": -14.4905,
  "lumo_energy_ev": -7.06,
  "relative_energy_kj_mol": 37.0
}

{
  "formula": "C16H12CaNO8S4",
  "method": "wB97M-V/def2-TZVPD",
  "symbols": ["Ca", "O", "S", "O", "O", "C", "C", "C", "C", "C", "C", "S", "O", "O", "O", "H", "H", "H", "H", "O", "C", "O", "C", "C", "C", "C", "S", "C", "C", "H", "H", "H", "H", "H", "S", "C", "C", "N", "C", "H", "H", "H"],
  "coordinates": [[-0.0466, -0.2159, -0.4524], [0.8996, 0.0988, 1.4264], [-0.3557, -0.2672, 2.0705], [-0.1850, -0.8696, 3.3705], [-1.1472, -1.0841, 1.1411], [-1.3927, 1.1931, 2.3307], [-1.9631, 1.3007, 3.5922], [-2.9665, 2.2214, 3.8451], [-3.4074, 3.0489, 2.8248], [-2.8027, 2.9812, 1.5821], [-1.7979, 2.0578, 1.3296], [-1.1700, 2.0907, -0.3693], [-1.6971, 3.3076, -0.9425], [0.2844, 2.0287, -0.3420], [-1.7080, 0.8838, -1.0001], [-1.6010, 0.6337, 4.3578], [-3.4034, 2.2942, 4.8306], [-4.2065, 3.7553, 2.9983], [-3.0820, 3.6438, 0.7738], [7.6689, -0.4847, -1.8785], [6.8586, -1.0164, -0.9185], [7.3188, -1.2457, 0.1726], [5.4611, -1.2588, -1.3060], [4.4990, -1.4351, -0.3000], [3.1657, -1.5714, -0.6043], [2.7279, -1.5315, -1.9386], [1.0570, -1.6245, -2.3876], [3.7037, -1.4671, -2.9474], [5.0342, -1.3179, -2.6398], [7.1613, -0.2704, -2.6715], [4.8339, -1.4503, 0.7276], [2.4362, -1.7093, 0.1925], [3.3780, -1.5182, -3.9753], [5.7491, -1.2836, -3.4552], [-6.0772, -2.3319, -0.9920], [-5.8273, -0.6319, -0.8835], [-4.5375, -0.3218, -1.1788], [-3.7564, -1.3821, -1.4888], [-4.3956, -2.4832, -1.4376], [-6.6394, 0.0154, -0.6199], [-4.1005, 0.6603, -1.1897], [-3.9688, -3.4423, -1.6475]],
  "forces_ev_per_a": [[2.8, -2.7, -4.0], [0.6, 0.5, 1.0], [-0.3, -0.9, 3.6], [-0.1, 0.4, -0.4], [-0.8, -0.3, 0.7], [0.2, -0.5, 0.2], [0.1, -0.1, 0.1], [0.0, 0.1, -0.1], [0.1, 0.0, 0.1], [0.0, 0.1, -0.1], [0.0, 0.3, -0.7], [-1.3, 3.4, -0.5], [0.1, -0.4, 0.3], [0.0, 0.1, 0.3], [-1.6, 0.5, -0.4], [-0.1, -0.1, 0.1], [0.0, -0.1, 0.1], [0.0, 0.1, 0.0], [-0.1, 0.0, 0.1], [0.1, 0.0, 0.0], [0.3, -0.1, 0.2], [0.0, 0.1, -0.3], [-0.6, -0.1, -0.1], [0.5, 0.1, -0.1], [-0.2, 0.0, -0.1], [0.1, -0.2, -0.1], [-0.1, -0.4, -0.5], [-0.1, 0.1, 0.1], [0.2, 0.0, 0.3], [-0.1, 0.0, 0.2], [0.0, 0.0, 0.1], [0.2, 0.0, -0.1], [0.0, 0.0, -0.1], [0.0, 0.0, 0.0], [0.6, 0.3, -0.1], [-0.1, -0.2, 0.0], [-0.7, 0.3, 0.2], [1.1, 0.0, -0.3], [-1.0, -0.5, 0.2], [-0.1, 0.2, 0.1], [0.0, 0.2, 0.0], [0.1, -0.3, -0.1]],
  "total_energy_ev": -96442.299,
  "homo_lumo_gap_ha": 0.263,
  "charge": -1,
  "homo_ev": -4.8931,
  "lumo_energy_ev": 2.25
}

{
  "formula": "C16H12Cl5OTl",
  "method": "wB97M-V/def2-TZVPD",
  "symbols": ["Tl", "Cl", "C", "C", "Cl", "C", "Cl", "C", "O", "C", "Cl", "C", "Cl", "C", "C", "C", "C", "C", "C", "C", "C", "C", "C", "H", "H", "H", "H", "H", "H", "H", "H", "H", "H", "H", "H"],
  "coordinates": [[0.8730, 0.1298, 2.4446], [5.2161, 0.3474, -4.0253], [4.4813, -0.0049, -2.4851], [3.3661, 0.6993, -2.0402], [2.6830, 1.9312, -3.0438], [2.8115, 0.4404, -0.8025], [1.4358, 1.3634, -0.2663], [3.3024, -0.5505, 0.0913], [2.8106, -0.8175, 1.2366], [4.4419, -1.2460, -0.4114], [5.1033, -2.4650, 0.6295], [5.0058, -0.9868, -1.6414], [6.3956, -1.8751, -2.1551], [-2.9642, -1.9228, 0.6937], [-1.7221, -1.0420, 0.4607], [-1.2643, -1.2732, -0.9902], [-0.5907, -1.4379, 1.3920], [-2.1186, 0.4190, 0.7012], [-2.0739, 1.4009, -0.2842], [-2.4156, 2.7194, -0.0052], [-2.8222, 3.0842, 1.2679], [-2.8759, 2.1137, 2.2639], [-2.5275, 0.8072, 1.9804], [-2.7053, -2.9680, 0.5063], [-3.7806, -1.6381, 0.0203], [-3.3240, -1.8424, 1.7222], [-0.9924, -2.3238, -1.1081], [-0.3830, -0.6783, -1.2315], [-2.0601, -1.0418, -1.7090], [-0.4374, -2.5211, 1.3284], [-1.7422, 1.1517, -1.2833], [-2.3452, 3.4640, -0.7894], [-3.0778, 4.1129, 1.4892], [-3.1712, 2.3841, 3.2711], [-2.5321, 0.0666, 2.7727]],
  "forces_ev_per_a": [[-1.4, -1.0, 0.1], [-0.1, -0.1, 0.1], [0.1, -0.1, -0.1], [0.0, 0.0, 0.1], [0.0, 0.1, -0.1], [-0.6, 0.6, -0.1], [0.4, 0.1, -0.5], [-0.5, -0.6, 1.6], [1.1, 0.3, -1.6], [0.3, -0.3, 0.0], [0.0, 0.0, -0.1], [0.0, 0.1, -0.1], [0.2, -0.1, -0.1], [-0.3, 0.0, 0.0], [0.6, 0.0, 0.5], [-0.3, 0.1, -0.2], [0.3, 1.1, 1.0], [0.2, -0.3, -0.1], [0.0, 0.0, 0.0], [0.0, 0.1, 0.1], [0.0, 0.0, 0.0], [0.0, 0.1, -0.1], [-0.1, -0.1, 0.1], [0.0, 0.0, 0.0], [-0.2, 0.0, -0.2], [0.1, 0.0, -0.1], [0.0, 0.0, 0.1], [0.0, 0.0, 0.1], [-0.1, 0.0, -0.3], [0.4, 0.0, -0.1], [0.0, 0.0, 0.0], [0.0, 0.1, 0.0], [0.0, 0.1, 0.0], [0.0, 0.0, 0.0], [0.1, -0.1, -0.1]],
  "total_energy_ev": -86137.098,
  "homo_lumo_gap_ha": [0.091, 0.091],
  "charge": -2,
  "homo_ev": [1.7985, 1.7993],
  "lumo_energy_ev": [4.27, 4.27]
}